No. 1
DFT (the ωB97M-V functional and the def2-TZVPD basis) results for 2 unconnected molecules or ions with the total composition CH3Cl2OP at a distorted geometry.

```
8
Properties=species:S:1:pos:R:3:forces:R:3:lowdin_charge:R:1
C -0.960023 -0.173015 0.050106 3.0 -0.6 2.6 -1.325
O -0.299492 0.831042 -0.581354 -1.0 -0.3 0.1 -0.629
P 1.338343 0.723292 -0.767098 0.4 -1.7 -0.6 0.829
Cl -2.492597 0.392521 0.723127 0.8 -0.5 -0.4 0.608
Cl -0.997574 -1.669270 -0.864624 -0.7 0.0 -0.4 0.567
H 0.313836 -0.731110 1.154803 -3.0 1.4 -1.6 0.160
H 1.428795 -0.645770 -0.160575 0.3 1.1 -0.7 -0.099
H 1.668715 1.272307 0.445617 0.3 0.6 1.0 -0.112
```
Positions in Å, forces in eV/Å.

DFT total energy	-1376.75212	a.u.
LUMO	-0.1	eV
charge	0
ΔE to the lowest compared entry with this formula, charge and spin	551.4	kJ/mol


No. 2
DFT (the ωB97M-V functional and the def2-TZVPD basis) results for 11 unconnected molecules or ions with the total composition C40H80O35S2 at a distorted geometry.

```
157
Properties=species:S:1:pos:R:3:forces:R:3:lowdin_charge:R:1
C -3.777483 2.626641 -4.729890 -0.1 -0.3 -0.5 -0.050
C -3.416711 2.801347 -3.287195 0.2 -0.8 0.8 -0.193
O -2.870239 4.088745 -2.993757 -0.3 0.4 -0.2 0.028
C -1.574686 4.331238 -3.122732 0.4 -0.3 0.2 -0.589
O -0.688589 3.527796 -3.298372 -0.3 -0.1 0.0 0.127
O -1.402520 5.638148 -2.969060 -0.3 0.2 0.2 0.001
C -0.071940 6.114816 -2.926877 0.8 0.3 -0.9 -0.036
H -4.514099 3.348280 -5.081786 0.2 0.2 0.0 0.089
H -4.244788 1.653910 -4.871786 -0.1 0.0 0.2 0.053
H -2.887933 2.601902 -5.362977 0.0 0.4 0.0 0.091
H -2.727706 2.020946 -2.949911 0.2 0.1 -0.2 0.107
H -4.270497 2.694538 -2.620225 -0.2 0.3 -0.2 0.120
H -0.118412 7.181246 -2.725041 -0.2 -0.1 0.3 0.096
H 0.391549 6.018281 -3.913398 0.0 -0.2 0.1 0.099
H 0.574664 5.606256 -2.215154 -0.3 -0.1 0.2 0.097
C -2.528728 2.740837 1.700132 0.0 -0.3 -0.1 -0.048
C -3.036896 4.103805 2.121223 -0.7 -0.9 0.2 -0.182
O -2.756799 5.036130 1.072489 0.2 0.3 0.5 0.047
C -3.741975 5.325771 0.231897 0.2 -0.2 -0.8 -0.599
O -4.865081 4.895725 0.231680 -0.1 0.0 0.2 0.130
O -3.217178 6.137651 -0.691895 0.4 0.3 0.2 -0.002
C -4.093976 6.659260 -1.662923 -1.2 0.5 -0.5 -0.060
H -1.454291 2.651663 1.835451 0.0 0.0 -0.2 0.057
H -2.809587 2.561324 0.660348 0.3 0.2 -0.2 0.071
H -3.000140 1.893516 2.202914 0.0 0.3 0.5 0.077
H -2.576446 4.455081 3.041297 0.2 0.2 -0.2 0.119
H -4.109928 4.031335 2.299743 0.0 0.3 -0.1 0.122
H -4.293948 5.967689 -2.478282 0.0 -0.3 0.2 0.086
H -3.687428 7.556218 -2.127699 0.5 -0.1 0.4 0.095
H -5.037792 6.960497 -1.203601 0.0 -0.2 0.0 0.098
C -3.290231 6.503774 7.292850 0.4 0.2 -0.4 -0.065
C -3.558823 5.189357 6.611512 -0.4 -0.2 -0.3 -0.219
O -2.295066 4.546235 6.358346 0.0 0.0 0.5 0.033
C -2.388266 3.318289 5.852994 0.0 0.0 -0.6 -0.622
O -3.397336 2.811358 5.430013 0.0 -0.2 0.2 0.116
O -1.167298 2.795965 5.809366 -0.2 0.1 0.4 0.001
C -0.995000 1.483936 5.245851 0.3 0.9 -0.6 -0.016
H -4.172537 7.141386 7.311419 -0.2 -0.2 0.1 0.079
H -2.547932 7.037916 6.694215 0.1 0.0 0.2 0.082
H -2.912813 6.376985 8.305263 0.0 0.0 0.0 0.079
H -4.059698 5.307747 5.648740 0.0 0.2 0.0 0.123
H -4.189724 4.525670 7.205117 0.1 0.0 0.1 0.127
H -1.207342 0.707651 5.975309 0.1 0.0 0.0 0.099
H 0.044587 1.555349 4.933773 0.0 -0.7 0.1 0.094
H -1.593821 1.367112 4.342942 -0.2 0.0 0.2 0.076
C -3.999903 -0.057554 0.277101 -1.0 0.0 0.4 -0.043
C -5.199861 0.862683 0.080919 0.8 -0.1 -0.5 -0.148
O -5.550902 1.053914 -1.310713 0.1 0.1 -0.2 0.032
C -6.187901 0.059671 -1.901323 -0.3 -0.2 0.1 -0.602
O -6.501803 -0.998332 -1.418125 0.1 0.0 0.0 0.128
O -6.474920 0.433819 -3.155394 0.3 0.3 0.0 -0.006
C -7.149099 -0.519730 -3.940263 -0.9 -0.8 -0.6 -0.068
H -3.092456 0.350909 -0.155137 0.0 0.0 0.0 0.065
H -4.160354 -1.079388 -0.063089 -0.1 0.1 -0.2 0.076
H -3.917787 -0.100958 1.362058 0.3 -0.1 0.0 0.064
H -4.857953 1.850435 0.377859 -0.5 0.2 0.2 0.103
H -6.094568 0.550606 0.612433 0.1 -0.1 0.1 0.135
H -6.584847 -1.439122 -4.103733 0.3 0.2 0.1 0.091
H -7.390267 -0.059158 -4.896062 0.3 0.2 0.0 0.096
H -8.105675 -0.846916 -3.523711 0.1 0.3 0.4 0.098
C 7.116754 -6.028585 3.617297 0.5 0.2 -1.4 -0.062
C 5.733491 -6.297584 4.155105 0.5 -0.6 0.8 -0.207
O 4.954996 -5.136254 3.883651 0.1 0.0 0.3 0.037
C 3.890968 -5.243315 3.102670 -0.9 0.0 -0.8 -0.605
O 3.423935 -6.241167 2.613931 0.3 -0.1 0.2 0.128
O 3.407904 -4.018791 2.923865 0.6 0.7 0.4 0.001
C 2.406210 -3.820926 1.938006 -0.3 -0.6 -0.2 -0.033
H 7.080647 -6.071825 2.520366 -0.1 -0.1 0.1 0.087
H 7.930844 -6.697953 3.890796 -0.3 -0.3 0.4 0.080
H 7.458162 -5.009536 3.794083 -0.2 0.0 0.5 0.051
H 5.753512 -6.454802 5.236548 -0.1 0.4 0.0 0.124
H 5.291249 -7.212938 3.765053 -0.1 0.3 -0.4 0.122
H 2.276615 -2.755419 1.783797 0.1 0.1 0.3 0.063
H 1.479946 -4.280315 2.287565 -0.1 0.1 -0.2 0.103
H 2.714759 -4.274965 0.994864 -0.1 -0.1 0.1 0.100
C 3.597258 -2.171317 -6.475468 -0.7 -0.2 -0.6 -0.053
C 2.406381 -2.608839 -5.621605 0.4 1.5 -0.6 -0.197
O 2.865374 -2.995922 -4.324145 -0.1 -0.6 -0.4 0.050
C 2.595247 -2.185643 -3.314377 -0.1 0.2 0.7 -0.613
O 1.874707 -1.216701 -3.320289 0.1 0.0 -0.1 0.114
O 3.252016 -2.652764 -2.251877 0.9 -0.3 -0.1 0.011
C 3.155816 -1.926400 -1.024584 -1.4 0.6 -0.1 -0.035
H 3.197308 -1.635619 -7.343537 0.0 0.0 0.1 0.079
H 4.141539 -3.012709 -6.903594 0.4 0.1 0.4 0.075
H 4.204781 -1.454725 -5.929582 0.3 -0.2 0.0 0.063
H 1.817986 -3.381719 -6.105742 0.1 -0.4 0.4 0.124
H 1.794605 -1.710450 -5.539340 -0.3 -0.3 0.3 0.115
H 3.004374 -0.869307 -1.239813 0.0 0.0 0.1 0.067
H 4.005093 -2.032195 -0.358452 0.3 -0.5 -0.5 0.077
H 2.249597 -2.299074 -0.541448 0.1 0.2 0.3 0.078
C 8.588904 -2.344363 1.808564 0.4 -0.5 1.4 -0.040
C 7.551012 -2.381583 2.938346 0.1 -0.5 -1.6 -0.199
O 6.937381 -1.094915 3.068470 0.2 0.0 0.5 0.057
C 5.896863 -0.855525 2.291272 -0.8 0.0 -0.6 -0.601
O 5.383077 -1.612920 1.500017 0.3 -0.1 0.1 0.115
O 5.487998 0.388119 2.503417 0.7 0.4 0.6 0.022
C 4.307724 0.843854 1.886972 -1.3 -0.1 -0.6 -0.039
H 8.941782 -3.367061 1.647798 -0.3 0.0 -0.3 0.081
H 9.488720 -1.833268 2.155133 -0.2 0.5 -0.4 0.080
H 8.137685 -1.938548 0.910415 0.2 0.0 -0.1 0.056
H 7.977519 -2.664236 3.893851 0.0 0.2 0.1 0.124
H 6.818671 -3.120385 2.613008 -0.3 0.1 0.5 0.103
H 3.985027 1.747057 2.397355 0.2 0.0 0.2 0.104
H 3.503107 0.107818 1.949486 0.2 -0.1 0.2 0.080
H 4.394865 1.079272 0.821935 0.5 -0.1 0.0 0.091
C -1.855882 -1.602721 2.526143 -0.6 -0.7 0.1 -0.056
C -2.885492 -2.421127 3.324128 0.9 0.9 -0.3 -0.185
O -4.105048 -2.578500 2.611957 -0.6 0.2 0.1 0.036
C -4.148669 -3.429373 1.598285 0.1 -0.7 0.4 -0.610
O -3.252681 -4.160519 1.256981 0.0 0.2 -0.2 0.116
O -5.382494 -3.405097 1.092798 -0.3 0.5 0.0 0.011
C -5.518385 -3.919652 -0.222273 0.7 -0.7 -0.8 -0.047
H -1.549017 -2.164354 1.643755 0.5 -0.1 0.2 0.076
H -1.047643 -1.379094 3.220245 0.3 0.0 -0.4 0.079
H -2.273582 -0.687150 2.124834 -0.1 0.2 0.4 0.040
H -3.142217 -1.834581 4.204549 -0.3 -0.2 0.1 0.121
H -2.452405 -3.371385 3.633160 -0.2 -0.2 -0.1 0.126
H -4.904599 -4.816223 -0.338161 0.0 0.1 0.1 0.092
H -5.184792 -3.182436 -0.955328 -0.1 0.1 0.1 0.076
H -6.543575 -4.188191 -0.455183 -0.2 0.3 0.5 0.096
C -1.441448 -4.053489 -1.288815 0.4 0.2 0.6 -0.043
C -0.436645 -3.313229 -2.146746 1.0 -1.1 -0.6 -0.187
O -0.951822 -2.852341 -3.408226 -0.1 -0.4 -0.1 0.055
C -1.861394 -1.905179 -3.413209 0.1 0.8 -0.2 -0.595
O -2.161357 -1.164452 -2.506925 -0.1 -0.3 0.2 0.117
O -2.364511 -1.808030 -4.651492 0.0 -0.6 0.1 0.018
C -3.346193 -0.797768 -4.804834 -0.6 -0.2 -0.2 -0.042
H -2.437030 -3.618807 -1.288090 0.0 0.1 0.1 0.065
H -1.055024 -4.033432 -0.267318 -0.3 0.1 0.1 0.075
H -1.498058 -5.111749 -1.539042 -0.1 0.1 -0.3 0.085
H 0.298927 -4.058092 -2.471402 -0.1 0.0 -0.1 0.129
H 0.221495 -2.579199 -1.678964 -0.8 0.6 0.2 0.102
H -3.817617 -0.934235 -5.778726 0.5 0.1 -0.2 0.105
H -2.867318 0.168780 -4.714959 -0.2 0.1 0.1 0.075
H -4.179011 -0.930456 -4.111358 0.3 0.2 0.4 0.086
C 0.914719 1.693674 -1.208462 -0.1 0.0 -0.5 -0.149
C -0.311521 0.838806 -1.187022 -0.4 -0.6 0.1 -0.136
O -0.586237 0.676054 0.230574 0.5 0.4 1.0 -0.219
S 0.787317 0.686049 1.079367 -1.0 0.0 -1.8 0.601
O 1.043043 -0.647115 1.507496 0.6 0.1 -0.1 -0.238
O 0.760084 1.730619 2.047015 0.1 0.0 -0.1 -0.230
O 1.717916 1.078330 -0.190358 0.2 -0.3 1.6 -0.206
H 0.667900 2.728744 -0.961640 0.2 0.0 0.1 0.133
H 1.479502 1.626788 -2.134055 0.0 0.0 0.0 0.128
H -0.158816 -0.177300 -1.545885 0.2 0.2 -0.5 0.111
H -1.184040 1.284088 -1.651604 0.0 0.0 0.1 0.109
C 6.968358 -0.362331 -1.442752 0.4 0.3 1.5 -0.171
C 7.106250 1.152859 -1.365037 1.0 -0.3 0.3 -0.172
O 6.398782 1.650742 -2.481649 -0.8 -0.2 -0.8 -0.174
S 5.204912 0.646817 -2.935200 0.0 0.1 1.1 0.661
O 5.300229 0.323219 -4.312982 0.4 0.0 0.2 -0.207
O 3.968752 1.161352 -2.438285 0.6 -0.4 0.0 -0.220
O 5.692338 -0.610110 -1.996579 -0.5 0.8 -1.2 -0.179
H 6.945866 -0.730259 -0.415139 -0.1 -0.3 -0.2 0.101
H 7.823783 -0.815404 -1.942630 -0.4 -0.2 -0.6 0.137
H 8.157236 1.425271 -1.469833 -0.1 0.1 -0.2 0.135
H 6.773885 1.555433 -0.406050 -0.5 0.1 -0.2 0.128
```
Positions in Å, forces in eV/Å.

DFT total energy	-5001.95694	a.u.
LUMO	0.4	eV
charge	0
SMILES	O=S1(=O)OCCO1.O=S1(=O)OCCO1.CCOC(=O)OC.CCOC(=O)OC.CCOC(=O)OC.CCOC(=O)OC.CCOC(=O)OC.CCOC(=O)OC.CCOC(=O)OC.CCOC(=O)OC.CCOC(=O)OC
ΔE to the lowest compared entry with this formula, charge and spin	0.0	kJ/mol